Here is a 2-piece molecular cluster, C3H5P overall at a distorted geometry from OMol25. Energies are from the ωB97M-V functional and the def2-TZVPD basis.

The geometry in XYZ format:
```
9
C3H5P, DFT the ωB97M-V functional and the def2-TZVPD basis
C 2.3064 -0.3465 -0.5104
C 1.5563 0.8367 -0.2493
C 2.5412 0.3130 0.6365
P -2.5891 0.3995 -0.0713
H 2.5675 -1.1866 -1.1089
H -2.4235 -0.9372 -0.4074
H 3.1083 0.3271 1.5370
H -3.3500 0.0787 1.0425
H -3.7171 0.5155 -0.8687
```

Results
LUMO energy (Eh): 0.039
SMILES string: C1=CC=1.P
Energy relative to the best compared isomer or geometry (same formula, charge and spin) (kJ/mol): 299.3